A structure of composition C20H21AsNO6SV, computed with ωB97M-V/def2-TZVPD.

The energy relative to the best compared isomer or geometry (same formula, charge and spin) comes out at 0.143 eV. The multiplicity is 1. The total energy comes out at -132217.68520 eV. The highest occupied orbital energy is -8.3 eV.

Geometry (Å):
V (0.38, -1.17, 0.20)
O (2.76, 1.47, 2.39)
As (2.93, 0.13, 1.27)
O (4.31, -0.67, 1.54)
O (1.45, -0.72, 1.59)
C (2.74, 1.12, -0.41)
C (2.96, 2.49, -0.33)
C (2.98, 3.28, -1.47)
C (2.79, 2.71, -2.72)
C (2.55, 1.35, -2.83)
C (2.52, 0.57, -1.68)
S (2.02, -1.11, -1.89)
O (2.50, -1.62, -3.12)
O (2.38, -1.77, -0.63)
O (0.50, -1.05, -1.79)
H (3.44, 1.36, 3.07)
H (3.13, 2.94, 0.64)
H (3.15, 4.34, -1.38)
H (2.82, 3.33, -3.61)
H (2.39, 0.88, -3.79)
C (-0.64, -4.79, 0.15)
C (-1.27, -3.61, 0.90)
C (-2.70, -3.36, 0.43)
C (-1.21, -3.83, 2.41)
N (-0.49, -2.44, 0.57)
H (-1.22, -5.70, 0.36)
H (0.39, -4.94, 0.47)
H (-0.65, -4.61, -0.92)
H (-3.33, -4.21, 0.68)
H (-2.73, -3.20, -0.65)
H (-3.11, -2.47, 0.92)
H (-1.76, -4.73, 2.67)
H (-1.67, -2.99, 2.94)
H (-0.18, -3.93, 2.75)
C (-1.81, 3.91, -1.60)
C (-1.06, 2.88, -2.21)
C (-0.81, 1.71, -1.55)
C (-1.29, 1.49, -0.23)
C (-1.03, 0.29, 0.51)
C (-1.59, 0.16, 1.77)
C (-2.37, 1.18, 2.35)
C (-2.59, 2.34, 1.66)
C (-2.06, 2.52, 0.37)
C (-2.30, 3.72, -0.34)
H (-2.00, 4.83, -2.13)
H (-0.68, 3.02, -3.22)
H (-0.27, 0.93, -2.05)
H (-1.40, -0.73, 2.36)
H (-2.77, 1.04, 3.34)
H (-3.18, 3.14, 2.10)
H (-2.89, 4.49, 0.14)

Atom charges from the natural (NBO) analysis, given in e for atoms 1 to 6: atom 1 (V): 1.1919, atom 2 (O): -1.0195, atom 3 (As): 2.4272, atom 4 (O): -1.0828, atom 5 (O): -0.9439, atom 6 (C): -0.3363

A structure of composition C20H21BMgN6 in a non-equilibrium geometry, computed with ωB97M-V/def2-TZVPD.

The energy relative to the best compared isomer or geometry (same formula, charge and spin) comes out at 0.000 eV. The multiplicity is 1. The total energy comes out at -36144.77919 eV. The highest occupied orbital energy is -7.5 eV.

Geometry (Å):
H (1.06, 3.13, 0.27)
N (0.64, 1.65, -1.18)
B (0.21, 0.37, -3.38)
N (0.58, 1.67, -2.59)
C (0.88, 2.90, -3.01)
Mg (0.50, -0.03, 0.05)
H (0.93, 3.14, -4.05)
C (1.13, 3.72, -1.90)
H (1.39, 4.76, -1.89)
C (0.97, 2.89, -0.78)
H (0.29, 0.52, -4.52)
C (-0.91, -1.52, 1.16)
H (-0.79, -1.56, 2.24)
H (-0.09, -2.24, 0.78)
H (-1.74, -2.10, 0.78)
N (-1.26, -0.04, -2.97)
N (1.15, -0.79, -2.87)
N (-1.53, -0.20, -1.60)
N (1.25, -1.07, -1.49)
C (-2.40, -0.24, -3.65)
C (1.99, -1.59, -3.53)
H (-2.46, -0.16, -4.68)
H (2.10, -1.53, -4.61)
C (-3.41, -0.54, -2.73)
C (2.65, -2.41, -2.63)
C (-2.80, -0.49, -1.45)
C (2.17, -2.06, -1.35)
H (-4.43, -0.77, -2.89)
H (3.40, -3.17, -2.80)
H (-3.24, -0.65, -0.48)
H (2.42, -2.45, -0.36)
H (-1.14, -0.55, 0.85)
C (5.64, 0.02, 2.45)
C (5.09, -0.12, 1.15)
C (3.72, 0.11, 0.94)
C (2.83, 0.43, 2.04)
C (1.43, 0.53, 1.95)
C (0.69, 0.88, 3.05)
C (1.30, 1.04, 4.35)
C (2.65, 0.89, 4.47)
C (3.46, 0.60, 3.35)
C (4.84, 0.39, 3.53)
H (6.70, -0.16, 2.62)
H (5.75, -0.41, 0.32)
H (3.34, 0.05, -0.09)
H (-0.38, 1.04, 2.99)
H (0.68, 1.29, 5.24)
H (3.17, 0.98, 5.41)
H (5.23, 0.50, 4.53)

Atom charges from the natural (NBO) analysis, given in e for atoms 1 to 6: atom 1 (H): 0.2338, atom 2 (N): -0.4647, atom 3 (B): 0.5628, atom 4 (N): -0.3207, atom 5 (C): 0.0170, atom 6 (Mg): 1.6872

The molecule C20H21BrFN3OS in a non-equilibrium geometry, computed with ωB97M-V/def2-TZVPD.

The energy relative to the best compared isomer or geometry (same formula, charge and spin) comes out at 0.000 eV. The multiplicity is 1. The total energy comes out at -111193.08587 eV. Its structure (SMILES) is C=C(F)c1sc(CNCCCNc2cc(O)c3ccccc3n2)c(C)c1Br. The highest occupied orbital energy is -7.6 eV.

Geometry (Å):
F (4.18, -0.86, 0.49)
Br (2.03, -1.18, 2.54)
N (-1.15, 2.44, 0.61)
O (2.85, 1.87, -0.36)
S (1.04, -2.49, -1.60)
C (4.04, -1.41, -1.78)
C (3.40, -1.36, -0.53)
C (1.34, -1.84, 0.86)
C (2.01, -1.80, -0.31)
C (0.00, -2.46, 0.78)
C (-0.26, -2.88, -0.46)
C (-0.75, 1.80, -0.49)
C (0.30, 4.00, 3.59)
C (1.65, 3.98, 3.27)
C (0.57, 1.62, -0.82)
C (-0.62, 3.48, 2.64)
C (2.09, 3.37, 2.07)
C (1.57, 2.11, -0.02)
C (-0.19, 2.93, 1.43)
C (1.18, 2.80, 1.15)
N (-1.81, 1.33, -1.25)
N (-2.05, -2.71, -2.03)
C (-0.90, -2.53, 1.99)
C (-1.50, -3.55, -0.97)
C (-1.72, 0.43, -2.42)
C (-2.92, -1.62, -1.53)
C (-2.96, -0.46, -2.53)
H (3.39, 1.85, 0.46)
H (3.57, -1.82, -2.67)
H (5.02, -1.02, -1.90)
H (-0.03, 4.41, 4.54)
H (2.38, 4.51, 3.90)
H (0.86, 1.15, -1.76)
H (-1.67, 3.45, 2.89)
H (3.15, 3.35, 1.91)
H (-2.70, 1.50, -0.82)
H (-2.55, -3.29, -2.72)
H (-1.93, -2.79, 1.78)
H (-0.86, -1.56, 2.51)
H (-0.57, -3.28, 2.70)
H (-2.23, -3.74, -0.22)
H (-1.30, -4.58, -1.38)
H (-1.65, 1.02, -3.32)
H (-0.83, -0.22, -2.39)
H (-2.59, -1.19, -0.57)
H (-3.94, -1.99, -1.41)
H (-3.06, -0.88, -3.51)
H (-3.89, 0.11, -2.34)

Atom charges from the natural (NBO) analysis, given in e for atoms 1 to 6: atom 1 (F): -0.3352, atom 2 (Br): 0.0755, atom 3 (N): -0.5071, atom 4 (O): -0.6545, atom 5 (S): 0.4205, atom 6 (C): -0.4573

A cluster of 2 separate species, C20H21BrN4O4 in total in a non-equilibrium geometry, computed with ωB97M-V/def2-TZVPD.

The energy relative to the best compared isomer or geometry (same formula, charge and spin) comes out at 0.123 eV. The multiplicity is 1. The total energy comes out at -105275.38050 eV. Its structure (SMILES) is O=c1[nH]c(-c2ccc(Br)cc2)nc2ccccc12.CNC(=O)[C@H](CO)NC(C)=O. The highest occupied orbital energy is -8.8 eV.

Geometry (Å):
O (-0.35, -1.93, -0.66)
O (3.06, 2.25, -4.76)
O (3.74, -0.53, -0.58)
Br (-1.96, -2.03, 8.31)
N (-2.79, 0.08, 1.74)
O (1.20, -1.69, -3.75)
C (-1.17, -1.32, 0.00)
C (3.19, 1.46, -3.85)
C (2.87, 0.25, -0.94)
C (-2.00, -0.87, 2.20)
C (-3.80, 1.69, -1.42)
C (-3.00, 1.00, -2.34)
C (-1.29, -2.53, 5.55)
C (-2.65, -0.58, 5.93)
C (-3.72, 1.37, -0.06)
C (-1.30, -2.28, 4.17)
C (-2.65, -0.32, 4.55)
C (-2.12, 0.00, -1.91)
C (-1.96, -1.68, 6.43)
C (-2.85, 0.38, 0.38)
C (-1.98, -1.16, 3.65)
C (-2.05, -0.30, -0.54)
N (-1.19, -1.58, 1.34)
N (2.71, 1.39, -0.26)
N (2.10, 0.95, -3.26)
C (4.58, 1.07, -3.40)
C (1.71, 2.44, -0.49)
C (2.14, -1.47, -2.70)
C (1.99, -0.04, -2.17)
H (1.53, -1.26, -4.54)
H (-4.48, 2.46, -1.76)
H (-3.06, 1.24, -3.40)
H (-0.76, -3.40, 5.94)
H (-3.17, 0.08, 6.61)
H (-4.34, 1.89, 0.67)
H (-0.77, -2.97, 3.53)
H (-3.20, 0.55, 4.19)
H (-1.51, -0.54, -2.62)
H (-0.49, -2.22, 1.69)
H (3.35, 1.51, 0.51)
H (1.24, 1.29, -3.65)
H (4.66, -0.01, -3.31)
H (4.81, 1.54, -2.45)
H (5.30, 1.41, -4.14)
H (1.68, 3.11, 0.37)
H (1.98, 3.02, -1.38)
H (0.72, 2.00, -0.62)
H (3.15, -1.64, -3.07)
H (1.94, -2.17, -1.90)
H (0.97, 0.03, -1.81)

Atom charges from the natural (NBO) analysis, given in e for atoms 1 to 6: atom 1 (O): -0.6194, atom 2 (O): -0.6337, atom 3 (O): -0.6290, atom 4 (Br): 0.0733, atom 5 (N): -0.5073, atom 6 (O): -0.7165

A structure of composition C20H21CeIN3O4S2Se2 in a non-equilibrium geometry, computed with ωB97M-V/def2-TZVPD.

The multiplicity is 1. Its total charge is +1. The total energy comes out at -207130.24378 eV. The highest occupied orbital energy (alpha / beta) is -10.5 / -10.5 eV.

Geometry (Å):
Ce (0.20, -0.26, 0.13)
C (-1.95, 2.72, 1.52)
Se (-0.79, 1.39, 2.32)
C (-2.13, 0.25, 3.06)
C (-3.34, 0.03, 2.20)
Se (-2.91, -0.96, 0.58)
C (-4.09, -0.02, -0.68)
H (-2.65, 2.98, 2.27)
H (-2.45, 2.21, 0.68)
H (-1.36, 3.54, 1.14)
H (-2.34, 0.66, 4.04)
H (-1.55, -0.72, 3.22)
H (-3.72, 1.01, 1.89)
H (-4.14, -0.48, 2.73)
H (-5.14, -0.08, -0.37)
H (-3.99, -0.52, -1.63)
H (-3.76, 1.00, -0.83)
O (2.23, -2.37, 5.64)
C (3.12, -1.46, 5.26)
O (4.10, -1.12, 5.86)
C (2.86, -0.79, 3.97)
C (3.65, 0.25, 3.54)
N (3.25, 0.61, 2.35)
N (2.24, -0.14, 1.89)
C (1.94, -0.96, 2.92)
C (0.75, -1.86, 2.82)
O (0.40, -2.53, 3.76)
O (0.16, -1.85, 1.68)
H (1.53, -2.46, 4.94)
H (4.53, 0.67, 4.02)
H (3.70, 1.24, 1.72)
S (-0.68, 1.45, -1.81)
C (-1.61, 0.47, -2.92)
C (-2.40, 1.13, -3.89)
C (-3.09, 0.46, -4.87)
C (-3.00, -0.93, -4.88)
C (-2.30, -1.64, -3.93)
C (-1.60, -0.97, -2.90)
S (-0.72, -1.96, -1.75)
H (-2.51, 2.23, -3.86)
H (-3.73, 1.04, -5.53)
H (-3.47, -1.52, -5.70)
H (-2.24, -2.70, -3.93)
I (2.37, 2.73, -0.32)
C (2.97, 1.13, -1.57)
C (3.93, 1.45, -2.52)
C (4.46, 0.38, -3.25)
C (3.87, -0.87, -3.12)
C (2.83, -1.04, -2.23)
N (2.44, -0.07, -1.42)
H (4.31, 2.44, -2.54)
H (5.32, 0.49, -3.92)
H (4.19, -1.71, -3.71)
H (2.33, -1.99, -2.07)

Atom charges from the Mulliken analysis, given in e for atoms 1 to 6: atom 1 (Ce): -0.0070, atom 2 (C): -0.7624, atom 3 (Se): 0.2341, atom 4 (C): -0.5110, atom 5 (C): -0.9046, atom 6 (Se): 0.3464